A molecular structure, CH8O13V3 in a non-equilibrium geometry, computed with wB97M-V/def2-TZVPD.

The geometry in XYZ format:
```
25
Properties=species:S:1:pos:R:3:lowdin_charge:R:1
V -0.62 1.62 1.70 1.09
V 1.76 0.18 -2.03 1.04
V 1.87 -2.23 1.86 1.17
O -2.30 1.12 -2.50 -0.02
O 1.43 1.45 -2.91 -0.24
O 1.68 -0.91 -0.14 -0.10
O 0.51 -0.40 1.64 -0.07
O 1.48 -2.65 3.40 -0.23
O 2.80 -3.41 1.30 -0.22
O 3.45 1.21 -0.76 0.01
O -1.11 3.09 1.27 -0.25
O 2.80 -0.80 -2.80 -0.25
O 0.33 0.72 -0.21 -0.06
O -2.51 -2.32 0.68 -0.04
O -2.56 0.66 0.31 -0.03
O -1.41 1.12 3.04 -0.25
C 0.72 -0.29 0.41 -0.93
H 4.00 0.57 -0.33 0.09
H -2.21 1.19 -0.41 0.01
H -3.50 0.67 0.17 0.10
H -1.60 0.55 -2.18 0.01
H -3.40 -1.99 0.57 0.04
H -2.00 -1.56 0.98 -0.01
H 3.28 1.88 -0.09 0.09
H -2.89 0.53 -2.98 0.06
```

The total energy comes out at -104839.029 eV. The value obtained for the LUMO energy is -6.660 eV. Its charge is +1. The value obtained for the HOMO energy is -14.7 eV. The calculation puts the relative energy (zero: lowest compared OMol25 entry of this formula, charge and spin) at 0.0000 eV.